[1]
{"formula": "C37H61N9OS", "method": "ωB97M-V/def2-TZVPD", "total_charge": 0, "orbital_gap_ev": 7.1, "species": ["H", "H", "H", "C", "H", "C", "H", "C", "C", "H", "H", "C", "C", "O", "H", "C", "H", "C", "C", "C", "C", "H", "H", "C", "H", "H", "C", "H", "C", "H", "C", "H", "H", "C", "C", "N", "N", "H", "H", "C", "H", "C", "H", "H", "S", "H", "C", "H", "N", "H", "H", "H", "N", "H", "H", "H", "H", "C", "H", "H", "H", "C", "N", "C", "C", "C", "H", "C", "H", "C", "H", "C", "C", "H", "H", "H", "H", "H", "C", "H", "H", "C", "H", "H", "H", "N", "H", "N", "H", "H", "C", "H", "H", "C", "H", "N", "H", "C", "H", "N", "H", "H", "C", "C", "H", "C", "H", "H", "H"], "positions_angstrom": [[-5.89464, 5.32578, -1.59572], [2.32959, 2.24957, 2.90919], [6.88619, -2.53216, 5.44634], [2.76466, 1.54653, -3.11006], [-6.43768, -5.13466, 3.02473], [1.52771, 2.33315, 2.17664], [3.35836, -2.10992, -6.82930], [-3.19146, -1.33020, 0.98857], [1.06091, -2.59222, 5.21319], [6.75524, -1.90842, 3.05700], [-3.34629, -6.54987, 1.36186], [-0.58679, 3.13841, -0.53036], [-0.43256, 4.18471, 0.33959], [-1.65315, 1.85836, -2.14248], [-3.62186, -2.22136, 0.53898], [-0.92972, -1.58080, 4.11632], [5.51316, -3.33267, 4.68326], [4.72109, -1.20164, 3.05280], [3.46109, -0.04904, -6.59486], [3.98537, -1.28577, -7.17147], [-2.35946, -0.50757, -0.02073], [-6.31235, -6.11372, 0.73454], [-5.36870, -4.17425, 2.00987], [-5.49513, -5.15124, 2.47842], [2.77589, 2.40845, -2.43663], [1.68007, 1.50170, 1.47448], [-2.64135, 4.97600, -0.50755], [-1.75307, 1.09915, 1.30361], [2.99757, 3.98004, 0.91908], [3.34927, 1.81952, -3.98411], [1.28603, -1.42724, 6.16660], [0.45571, -3.35791, 5.70269], [-4.19832, -7.17927, -0.04818], [-4.17208, -6.36197, 0.67327], [6.37460, -0.40570, -7.25112], [2.09817, -0.29779, -0.27079], [-1.97460, -1.12685, 4.24301], [1.89687, -0.65338, 5.70246], [4.45583, 0.57896, -2.13353], [-5.15381, 3.26272, -1.72525], [4.01635, -0.69198, 3.71241], [3.42746, 0.35110, -2.41812], [7.40686, -0.62342, -6.97864], [4.85850, -0.57533, 2.17178], [-2.94404, 6.97031, 0.74490], [-1.84932, -1.21985, -0.67567], [-1.73288, 2.96935, -1.36147], [0.17837, 2.37862, -0.60968], [-3.87393, 3.71293, -2.27980], [-5.67690, -7.22685, 1.93264], [0.89017, 2.10664, -4.02326], [3.19049, 3.29881, 0.08194], [-1.56756, 6.22498, 1.12538], [3.88922, -1.22231, -8.25661], [1.80126, -1.76139, 7.06201], [-5.32482, -0.28029, -0.38230], [-3.94434, -0.71692, 1.48504], [-2.75175, 0.93873, -2.14663], [0.26690, -3.02480, 3.23392], [0.54901, 2.20576, 2.62784], [1.00598, -1.43236, 3.38362], [-5.49607, -6.26902, 1.44199], [-3.51576, 5.97684, -0.37625], [-2.77044, 3.85598, -1.39003], [-6.10464, 4.34393, -1.18239], [5.91629, -2.36207, 4.97806], [-4.02682, 4.58266, -2.77484], [1.63055, 3.61189, 1.40236], [-3.56925, 1.25169, -0.13302], [-3.89232, -5.12441, -0.05109], [-4.68961, -5.28542, 3.20262], [1.32893, 1.24828, -3.51729], [5.02162, -1.77886, 5.97576], [-6.07264, 4.38612, -0.09493], [6.10894, 0.55127, -6.80014], [4.26601, -2.13938, 2.72777], [3.44747, -0.51270, -3.08594], [-7.12966, 4.06514, -1.43324], [6.05289, -1.44806, 3.75360], [-4.98027, 2.51965, -0.94813], [5.51708, -1.61403, -5.69008], [-4.58970, -0.31399, -1.18028], [-2.36950, 0.06305, -2.67702], [5.77091, -2.47061, -7.19966], [3.02419, 4.99573, 0.53946], [4.28443, -1.32031, 6.72435], [6.48711, -0.49566, 4.06209], [0.62736, 4.35321, 1.15026], [0.33931, -0.97842, 6.47464], [-0.46565, 0.61108, 0.22072], [-3.28765, 0.44019, -0.80949], [1.27431, 0.39599, -4.19523], [-4.37525, -1.33678, -1.48584], [0.38944, -2.17074, 3.90189], [-5.68197, 2.74253, -2.52856], [3.05068, 0.92192, -6.14372], [0.71027, 1.03709, -2.64409], [2.68238, -0.01660, -1.21714], [-2.51887, -1.65407, 1.77959], [-3.69369, -4.15289, -0.62566], [3.77799, 3.79406, 1.65543], [-0.89328, -0.39561, 1.58980], [5.44872, -1.51856, -6.77554], [-1.50873, 5.14115, 0.35702], [-3.54659, 1.35016, -2.76606], [-1.30316, 0.23635, 0.80401], [6.32999, -0.29375, -8.33573], [2.02160, -3.05262, 4.96983], [-5.05232, 0.16946, -2.04352]]}

=====

[2]
{"formula": "C3H3N5", "method": "ωB97M-V/def2-TZVPD", "de_lowest_kcal_mol": 72.0, "total_charge": 0, "smiles": "[H]/N=c1\\nccnnn1", "orbital_gap_ev": 8.4, "species": ["N", "N", "N", "N", "N", "H", "C", "H", "C", "H", "C"], "positions_angstrom": [[1.97970, -0.14755, 0.81724], [0.63998, 1.16872, -0.68118], [-0.67734, -1.47206, -0.30034], [0.47850, -1.28661, -0.59758], [-1.52353, -0.66351, 0.48898], [2.13042, 0.83724, 1.13027], [-0.51333, 1.47822, -0.28619], [-0.88729, 2.51032, -0.27681], [1.09376, -0.02153, -0.07649], [-2.24573, 1.15620, 1.01040], [-1.46019, 0.59387, 0.37040]]}

=====

[3]
{"formula": "C25H28BrF2N2OPdSTe", "method": "ωB97M-V/def2-TZVPD", "de_lowest_kcal_mol": 0.0, "total_charge": 1, "orbital_gap_ev": 6.6, "species": ["H", "H", "H", "C", "H", "C", "H", "N", "H", "H", "Te", "C", "H", "H", "C", "C", "H", "C", "H", "H", "H", "C", "C", "Br", "C", "C", "F", "H", "H", "H", "C", "H", "C", "H", "H", "H", "C", "C", "C", "C", "S", "F", "H", "H", "H", "C", "C", "H", "O", "H", "N", "C", "H", "Pd", "C", "C", "C", "C", "H", "C", "C", "H"], "positions_angstrom": [[4.66109, 0.47472, -3.37842], [-0.15140, 0.62526, -2.47473], [3.91358, 4.64357, -2.75577], [2.87196, -0.02499, -1.41262], [5.72230, -3.59449, -4.16795], [3.67136, -1.00200, -2.18352], [-4.97051, 1.52128, 2.48020], [2.92224, 1.23369, -1.82802], [2.84702, -2.67696, -1.13477], [3.59769, 1.68937, 1.52842], [1.75002, 0.12287, 2.63849], [-1.48583, 0.61039, 1.00083], [5.26658, 2.41269, -1.14943], [6.07752, 3.69463, -2.05588], [4.26650, -3.29120, -2.62406], [2.23759, 2.24754, -1.32426], [-3.41140, 3.28925, 1.75312], [-3.13723, 2.24576, 1.67486], [5.15672, 4.09714, -0.60711], [0.41957, 4.59648, -2.51646], [1.32192, 0.08617, 5.27683], [-1.88183, 1.90869, 1.12047], [-2.06197, -1.81404, 1.40682], [-0.34879, -2.33578, 0.74910], [2.86680, 1.89949, 2.30655], [-0.49130, -0.14643, -1.78673], [-0.01734, -1.33924, -2.19154], [5.98316, -1.18726, -4.65059], [-2.62090, -3.83357, 1.77273], [4.15494, -4.34630, -2.41437], [-3.62825, -0.08843, 1.97753], [3.38169, 2.15088, 3.23010], [5.29309, -1.51355, -3.88436], [1.50067, 4.51261, -0.20891], [1.20109, 1.76417, 4.69024], [0.65761, 6.18965, -1.79265], [-4.50853, -1.10725, 2.41610], [4.55677, -0.58116, -3.17508], [-2.35869, -0.43309, 1.43507], [-3.99661, 1.27287, 2.07883], [0.69949, 2.23270, -0.46206], [-1.82088, -0.20050, -1.76320], [-5.46963, -0.81383, 2.81822], [2.20878, 2.70732, 1.99786], [1.74802, 5.63027, -3.06008], [5.18473, 3.44661, -1.48274], [-4.16588, -2.42443, 2.34166], [-0.16874, 0.65599, 4.48379], [2.26079, -0.44358, -0.38229], [-1.24836, 2.72616, 0.80725], [2.70408, 3.46809, -1.56984], [1.17149, 5.31512, -2.19047], [-4.84643, -3.19384, 2.67783], [0.25525, 0.07648, 0.08395], [3.94643, 3.63572, -2.34270], [-2.90761, -2.79250, 1.82775], [0.91512, 0.73207, 4.50548], [3.53305, -2.36155, -1.90813], [2.87268, 5.38714, -0.84809], [2.06545, 4.70620, -1.12062], [5.14673, -2.86713, -3.61073], [3.93240, 2.93047, -3.16986]]}

=====

[4]
{"formula": "C6H13NP", "method": "ωB97M-V/def2-TZVPD", "de_lowest_kcal_mol": 39.6, "total_charge": 1, "orbital_gap_ev": 10.0, "species": ["H", "C", "C", "H", "H", "H", "C", "H", "H", "H", "C", "H", "C", "H", "P", "N", "H", "H", "H", "C", "H"], "positions_angstrom": [[-1.59779, 0.08177, 2.24714], [-1.46404, 1.87237, -1.04880], [2.15289, -2.41478, 0.49281], [3.44728, -3.12563, 1.91495], [-2.17840, -0.36439, -0.16239], [4.13580, -1.89323, 0.72620], [-0.85691, 1.11893, -0.21804], [0.00852, 2.77990, -2.35841], [-2.32846, 1.64086, -1.56770], [-1.67120, -1.58917, 1.74034], [-0.62933, 3.03065, -1.51201], [0.07876, 1.38714, 0.15338], [-1.08899, -0.69297, 1.67202], [-1.25656, 3.86890, -1.68663], [0.87001, -2.69306, -0.32832], [-1.21831, -0.18478, 0.16866], [3.15327, -1.51136, 2.06897], [0.06015, 3.19552, -0.63734], [-0.05623, -0.78624, 2.02839], [3.37479, -2.30990, 1.34666], [-0.55860, -0.82869, -0.37578]]}

=====

[5]
{"formula": "C3H6NS3", "method": "ωB97M-V/def2-TZVPD", "de_lowest_kcal_mol": 15.8, "total_charge": 1, "smiles": "SC1(S)[NH2+]C=CS1", "orbital_gap_ev": 9.3, "species": ["S", "H", "H", "H", "H", "C", "H", "S", "C", "S", "H", "C", "N"], "positions_angstrom": [[1.36315, 1.70174, -1.07060], [0.60995, -0.72301, 1.27710], [2.54953, 1.16758, -1.55893], [0.77313, -2.06749, -0.47504], [0.81879, 1.05931, 1.18646], [0.55147, 0.20553, -0.64073], [-1.36085, 0.09733, 2.12813], [-1.08625, 0.02079, -1.55775], [-1.98412, -0.07824, -0.00055], [1.68749, -1.23168, -1.02254], [-3.04210, -0.36743, -0.08384], [-1.14983, 0.08977, 1.01699], [0.26964, 0.12579, 0.80130]]}

=====

[6]
{"formula": "C10H35BrN13O7", "method": "ωB97M-V/def2-TZVPD", "multiplicity": 2, "total_charge": -2, "s_squared": 0.75, "orbital_gap_ev": [1.4, 7.6], "species": ["N", "H", "N", "N", "H", "N", "H", "H", "O", "C", "N", "H", "O", "H", "H", "H", "N", "H", "H", "N", "H", "H", "O", "H", "O", "H", "O", "H", "H", "C", "N", "H", "N", "N", "H", "C", "H", "H", "H", "H", "H", "O", "H", "H", "Br", "H", "H", "H", "H", "N", "H", "H", "H", "H", "C", "C", "C", "H", "N", "C", "O", "C", "H", "C", "C", "N"], "positions_angstrom": [[16.12890, -11.35839, -12.76130], [17.58661, -7.47993, -7.48901], [10.99225, -5.72980, -10.36232], [11.77495, -7.73540, -10.53852], [16.22070, -8.85680, -7.84222], [9.92846, -11.14907, -10.59120], [13.37454, -11.15497, -12.98358], [6.87490, -10.65878, -10.34243], [13.62421, -15.01359, -14.69936], [10.94844, -6.94702, -9.83996], [15.78768, -9.42449, -11.94786], [7.89088, -11.46875, -11.42517], [10.74967, -9.22809, -6.84940], [12.94619, -10.11426, -7.69163], [11.77384, -5.50087, -10.95964], [15.03341, -9.80022, -11.39105], [11.83446, -9.29185, -4.95080], [11.11032, -13.63225, -12.77595], [12.63159, -15.15324, -16.47621], [17.38720, -7.02665, -8.36928], [17.98538, -6.24444, -8.59383], [13.61475, -10.06972, -6.03872], [10.22900, -7.31636, -8.95935], [10.84512, -10.91275, -10.23907], [17.23959, -9.63312, -13.67407], [12.38764, -13.30622, -15.04494], [16.42891, -7.14076, -10.32247], [12.43760, -7.29412, -11.16002], [16.01805, -8.46072, -11.75252], [11.78559, -9.38861, -6.23271], [12.86376, -9.93655, -6.70082], [14.05003, -13.15539, -12.46092], [16.62591, -11.85412, -7.80564], [16.19689, -13.08362, -9.57724], [12.18826, -14.98602, -12.36001], [13.60706, -15.42551, -16.07319], [12.25201, -11.51681, -12.06210], [10.33616, -4.99542, -10.13798], [11.04374, -9.11956, -4.34650], [11.93456, -13.57239, -11.19549], [13.93324, -16.45960, -16.18432], [8.95720, -9.71140, -9.14049], [15.23011, -12.83555, -9.42267], [16.56217, -12.00525, -13.40469], [13.36235, -10.70731, -9.91099], [12.73777, -9.37447, -4.50661], [16.66590, -13.70304, -10.22255], [17.15780, -11.68763, -6.96332], [15.67489, -11.65910, -11.91069], [15.99689, -8.64762, -8.80464], [11.72795, -8.73422, -10.39628], [15.16457, -9.03652, -9.22429], [9.72714, -11.64166, -11.44965], [14.04000, -12.99699, -14.89520], [16.59807, -7.59449, -9.25148], [13.08603, -13.24529, -12.96163], [16.43257, -10.10657, -12.86195], [15.95178, -11.22093, -8.21147], [12.64056, -11.84701, -12.93394], [13.25598, -13.62094, -14.46612], [18.24058, -13.13443, -8.66775], [12.00657, -13.91964, -12.22618], [14.27480, -14.92021, -16.77098], [8.94167, -10.53192, -10.01855], [17.08707, -12.70199, -8.70571], [7.82319, -10.83302, -10.64328]]}